Entry from the OMol25 dataset: a 13-piece molecular cluster, C59H152N8O19 overall at a distorted geometry (ωB97M-V/def2-TZVPD).

Geometry (Å):
C (1.946, -0.378, -1.573)
C (0.958, -1.052, -0.681)
C (0.241, -0.163, 0.353)
O (0.042, -1.710, -1.538)
H (2.355, -1.010, -2.361)
H (2.836, -0.127, -0.996)
H (1.572, 0.505, -2.091)
H (1.443, -1.865, -0.141)
H (-0.204, 0.762, -0.014)
H (0.883, 0.102, 1.193)
H (-0.649, -0.640, 0.766)
H (-0.037, -1.263, -2.384)
C (-5.209, -3.455, -0.258)
C (-4.378, -2.136, -0.048)
C (-3.493, -1.731, -1.236)
O (-5.198, -1.061, 0.155)
H (-4.575, -4.341, -0.262)
H (-5.769, -3.480, -1.193)
H (-5.941, -3.523, 0.547)
H (-3.709, -2.218, 0.809)
H (-3.058, -0.792, -0.894)
H (-4.148, -1.508, -2.079)
H (-2.709, -2.443, -1.495)
H (-5.671, -0.901, -0.665)
C (5.778, 3.928, -3.810)
C (4.620, 3.100, -4.442)
C (4.250, 1.935, -3.480)
O (3.538, 3.942, -4.610)
H (6.119, 4.738, -4.455)
H (6.645, 3.269, -3.862)
H (5.497, 4.363, -2.851)
H (4.854, 2.695, -5.426)
H (5.094, 1.333, -3.143)
H (3.615, 1.277, -4.073)
H (3.608, 2.388, -2.725)
H (3.892, 4.806, -4.834)
C (-1.170, 1.236, -3.062)
C (-0.844, 0.639, -4.421)
C (0.115, 1.481, -5.340)
O (-0.252, -0.570, -4.091)
H (-1.585, 0.452, -2.429)
H (-1.898, 2.042, -3.149)
H (-0.322, 1.727, -2.585)
H (-1.735, 0.413, -5.007)
H (1.135, 1.628, -4.987)
H (-0.257, 2.466, -5.621)
H (0.274, 0.964, -6.286)
H (0.077, -1.040, -4.861)
C (2.653, -1.826, 2.738)
C (2.007, -1.088, 3.910)
C (1.759, -1.966, 5.119)
O (2.849, -0.006, 4.231)
H (3.022, -1.176, 1.944)
H (1.974, -2.562, 2.310)
H (3.535, -2.348, 3.111)
H (1.103, -0.597, 3.550)
H (1.183, -1.406, 5.857)
H (2.661, -2.399, 5.550)
H (1.137, -2.823, 4.862)
H (2.299, 0.579, 4.758)
C (3.122, 5.684, 6.749)
O (2.718, 5.807, 5.369)
C (3.329, 6.918, 4.667)
C (2.893, 6.918, 3.197)
N (3.580, 5.864, 2.435)
C (3.211, 5.774, 1.013)
C (3.669, 4.410, 0.503)
O (2.921, 3.422, 1.242)
C (3.325, 2.132, 0.916)
H (2.554, 6.395, 7.349)
H (4.175, 5.874, 6.957)
H (2.808, 4.681, 7.040)
H (4.414, 6.945, 4.765)
H (2.928, 7.825, 5.119)
H (3.055, 7.911, 2.776)
H (1.818, 6.752, 3.137)
H (3.486, 4.985, 2.924)
H (3.734, 6.461, 0.347)
H (2.158, 5.957, 0.799)
H (4.732, 4.251, 0.688)
H (3.468, 4.372, -0.568)
H (3.185, 1.408, 1.718)
H (4.372, 2.069, 0.616)
H (2.727, 1.799, 0.068)
C (-6.859, -6.067, -2.330)
O (-5.962, -6.356, -1.342)
C (-5.344, -7.592, -1.476)
C (-4.480, -7.986, -0.302)
N (-3.384, -6.937, -0.110)
C (-2.871, -7.014, 1.243)
C (-1.660, -6.041, 1.499)
O (-2.178, -4.730, 1.708)
C (-1.141, -3.702, 1.697)
H (-7.681, -6.772, -2.206)
H (-6.491, -6.081, -3.355)
H (-7.388, -5.129, -2.162)
H (-4.754, -7.562, -2.392)
H (-6.072, -8.396, -1.583)
H (-3.968, -8.944, -0.391)
H (-5.117, -8.158, 0.566)
H (-3.754, -5.997, -0.132)
H (-2.565, -8.056, 1.326)
H (-3.634, -6.833, 2.001)
H (-0.914, -6.198, 0.720)
H (-1.126, -6.270, 2.421)
H (-0.433, -3.760, 2.524)
H (-1.580, -2.704, 1.669)
H (-0.456, -3.852, 0.864)
C (-1.699, 2.705, 2.990)
O (-0.723, 2.461, 4.007)
C (0.589, 2.614, 3.626)
C (1.343, 2.782, 4.958)
N (1.338, 1.543, 5.759)
C (2.108, 1.523, 7.025)
C (1.224, 2.013, 8.182)
O (0.915, 3.390, 8.139)
C (0.103, 3.883, 9.166)
H (-1.538, 3.622, 2.423)
H (-2.711, 2.792, 3.386)
H (-1.638, 1.794, 2.394)
H (0.724, 3.539, 3.066)
H (0.874, 1.794, 2.967)
H (0.856, 3.546, 5.564)
H (2.337, 3.146, 4.698)
H (0.387, 1.312, 6.010)
H (2.998, 2.152, 7.023)
H (2.417, 0.513, 7.293)
H (1.740, 1.719, 9.096)
H (0.326, 1.404, 8.077)
H (0.610, 3.707, 10.114)
H (-0.869, 3.391, 9.128)
H (-0.169, 4.931, 9.033)
C (-4.478, 0.616, 9.706)
O (-3.956, 1.363, 8.574)
C (-2.808, 0.801, 7.974)
C (-2.381, 1.558, 6.710)
N (-1.443, 0.740, 5.944)
C (-1.980, -0.558, 5.403)
C (-2.643, -0.403, 3.970)
O (-3.894, 0.280, 4.164)
C (-4.740, 0.329, 3.019)
H (-3.746, 0.515, 10.508)
H (-4.909, -0.352, 9.449)
H (-5.358, 1.156, 10.054)
H (-3.057, -0.237, 7.754)
H (-2.083, 0.861, 8.785)
H (-1.934, 2.509, 6.999)
H (-3.242, 1.794, 6.084)
H (-1.199, 1.279, 5.126)
H (-2.681, -1.078, 6.056)
H (-1.121, -1.228, 5.354)
H (-2.864, -1.420, 3.645)
H (-1.974, 0.075, 3.254)
H (-4.419, 1.064, 2.281)
H (-5.643, 0.765, 3.446)
H (-5.057, -0.644, 2.643)
C (0.481, 3.786, -0.879)
O (0.334, 4.951, -1.671)
C (-0.855, 5.720, -1.340)
C (-0.902, 7.125, -1.964)
N (-2.025, 7.832, -1.397)
C (-1.941, 9.116, -2.093)
C (-3.072, 10.149, -1.640)
O (-2.718, 11.396, -2.270)
C (-3.884, 12.108, -2.612)
H (-0.436, 3.208, -0.771)
H (0.763, 4.019, 0.148)
H (1.260, 3.131, -1.269)
H (-0.952, 5.839, -0.261)
H (-1.721, 5.222, -1.775)
H (-1.006, 7.073, -3.048)
H (0.059, 7.525, -1.643)
H (-1.780, 7.957, -0.425)
H (-2.033, 8.947, -3.166)
H (-0.990, 9.617, -1.911)
H (-3.168, 10.234, -0.557)
H (-4.006, 9.781, -2.065)
H (-3.557, 13.036, -3.081)
H (-4.382, 12.418, -1.694)
H (-4.616, 11.683, -3.298)
C (5.328, -0.801, -5.889)
O (4.022, -1.343, -6.204)
C (3.301, -1.694, -5.060)
C (2.011, -2.513, -5.403)
N (0.985, -1.889, -6.257)
C (-0.134, -2.734, -6.554)
C (-0.840, -2.131, -7.796)
O (0.055, -2.122, -8.928)
C (-0.369, -1.524, -10.128)
H (5.948, -1.533, -5.370)
H (5.314, 0.098, -5.273)
H (5.808, -0.607, -6.848)
H (3.102, -0.778, -4.505)
H (3.998, -2.260, -4.443)
H (1.588, -2.779, -4.434)
H (2.218, -3.480, -5.863)
H (1.486, -1.684, -7.110)
H (-0.779, -2.633, -5.681)
H (0.155, -3.779, -6.664)
H (-1.240, -1.123, -7.682)
H (-1.623, -2.853, -8.024)
H (-1.442, -1.703, -10.193)
H (0.051, -2.056, -10.982)
H (-0.224, -0.448, -10.037)
C (1.647, -6.165, 0.093)
C (3.060, -5.634, -0.274)
C (3.064, -5.554, -1.810)
O (4.429, -5.420, -2.185)
C (4.650, -5.590, -3.587)
N (3.327, -4.462, 0.486)
H (1.581, -6.258, 1.177)
H (1.433, -7.084, -0.452)
H (0.889, -5.463, -0.255)
H (3.712, -6.460, 0.011)
H (2.567, -4.622, -2.079)
H (2.502, -6.362, -2.279)
H (4.362, -6.568, -3.975)
H (5.731, -5.488, -3.680)
H (4.130, -4.836, -4.178)
H (2.989, -3.654, -0.016)
H (4.323, -4.301, 0.426)
C (-0.912, -4.888, -2.117)
C (-1.431, -5.003, -3.569)
C (-0.654, -6.039, -4.454)
O (0.602, -5.367, -4.839)
C (1.630, -6.290, -5.152)
N (-2.833, -5.332, -3.471)
H (-1.448, -4.208, -1.455)
H (0.144, -4.628, -2.182)
H (-0.931, -5.887, -1.680)
H (-1.309, -4.068, -4.116)
H (-1.215, -6.373, -5.327)
H (-0.453, -6.870, -3.778)
H (1.287, -6.975, -5.928)
H (2.053, -6.939, -4.386)
H (2.360, -5.659, -5.658)
H (-3.183, -5.859, -4.259)
H (-2.930, -5.910, -2.649)

Summary:
**Electronic energy**: -4206.29817 hartree
**E_LUMO**: 0.65 eV
**ΔE to the lowest compared entry with this formula, charge and spin**: 97.2 kcal/mol
**Highest occupied orbital energy**: -8.26 eV
**Net charge**: 0